(1)
The following is a quantum chemistry calculation of a molecular structure, C27H40AsBrN4O6PdS in a non-equilibrium geometry, from the OMol25 dataset.

Calculated values
HOMO level	-14.005	eV
Kohn-Sham gap	7.52	eV
energy above the lowest of the compared OMol25 structures with the same formula, charge and spin	0.0	kJ/mol
charge	+2
total energy	-192073.69597	eV

Last column: Mulliken charge in e.
CARTESIAN COORDINATES (ANGSTROEM)
1 Pd -0.651 0.046 -0.227  0.85
2 C 0.361 1.117 5.823  -1.37
3 C 0.858 0.882 4.427  0.21
4 C 2.161 0.471 4.163  -0.38
5 C 2.582 0.250 2.858  -0.94
6 C 1.642 0.471 1.878  0.51
7 Br 2.048 0.138 0.022  -0.12
8 N 0.407 0.874 2.070  0.24
9 C 0.021 1.070 3.331  -0.35
10 H 1.182 1.133 6.536  0.39
11 H -0.329 0.327 6.124  0.31
12 H -0.170 2.066 5.895  0.37
13 H 2.857 0.322 4.979  0.43
14 H 3.587 -0.071 2.627  0.47
15 H -0.999 1.413 3.471  0.49
16 C -5.930 -5.017 -4.652  -1.08
17 C -5.844 -4.666 -3.175  -0.69
18 S -4.989 -3.120 -2.873  1.28
19 O -4.429 -2.609 -4.100  -0.77
20 O -4.093 -3.292 -1.737  -0.66
21 C -6.264 -1.979 -2.347  -0.87
22 C -5.736 -0.553 -2.259  -1.18
23 N -4.654 -0.416 -1.278  0.46
24 C -3.364 -0.199 -1.598  0.32
25 N -2.624 -0.216 -0.489  2.06
26 C -3.448 -0.436 0.579  -1.50
27 C -4.706 -0.550 0.094  -0.43
28 N -5.900 -0.759 0.868  1.09
29 O -5.736 -0.929 2.054  -0.59
30 O -6.948 -0.873 0.263  -0.63
31 C -2.843 0.066 -2.961  -1.95
32 H -6.430 -5.979 -4.752  0.40
33 H -4.941 -5.092 -5.098  0.33
34 H -6.499 -4.274 -5.208  0.33
35 H -5.287 -5.401 -2.595  0.41
36 H -6.831 -4.566 -2.721  0.40
37 H -6.644 -2.332 -1.390  0.56
38 H -7.071 -2.006 -3.080  0.62
39 H -6.551 0.111 -1.985  0.34
40 H -5.329 -0.235 -3.216  0.50
41 H -3.104 -0.494 1.596  0.68
42 H -3.280 0.982 -3.362  0.44
43 H -3.078 -0.752 -3.641  0.39
44 H -1.768 0.206 -2.902  0.21
45 C -0.473 7.642 1.742  -1.52
46 C -0.354 6.358 0.987  0.61
47 C -1.270 5.325 1.183  -1.22
48 C -1.179 4.130 0.499  0.67
49 C -2.209 3.072 0.760  -0.40
50 C -0.116 3.960 -0.432  0.78
51 C 0.010 2.806 -1.247  -0.57
52 O -0.744 1.801 -1.269  -0.61
53 C 0.837 5.004 -0.632  1.05
54 C 1.991 4.888 -1.592  -1.84
55 C 0.693 6.175 0.081  -0.79
56 H -1.420 7.715 2.271  0.37
57 H -0.378 8.495 1.069  0.39
58 H 0.335 7.720 2.474  0.33
59 H -2.080 5.469 1.888  0.34
60 H -2.895 3.404 1.537  0.50
61 H -1.736 2.142 1.083  -0.29
62 H -2.781 2.845 -0.142  0.19
63 H 0.827 2.811 -1.976  0.51
64 H 2.574 3.980 -1.435  0.38
65 H 2.662 5.733 -1.461  0.37
66 H 1.652 4.899 -2.629  0.40
67 H 1.408 6.975 -0.065  0.43
68 C 0.620 -4.199 0.848  -1.15
69 As -0.860 -3.172 0.213  0.70
70 C -2.473 -3.902 0.925  -0.87
71 C -0.898 -3.168 -1.705  -0.51
72 O -0.638 -1.606 0.858  -0.55
73 H 0.425 -5.258 0.684  0.43
74 H 0.737 -4.007 1.913  0.36
75 H 1.523 -3.902 0.318  0.36
76 H -2.594 -4.920 0.555  0.44
77 H -3.317 -3.302 0.590  0.05
78 H -2.401 -3.904 2.011  0.43
79 H -1.933 -3.238 -2.043  -0.16
80 H -0.323 -4.016 -2.073  0.51
81 H -0.445 -2.242 -2.059  0.29


(2)
The following is a quantum chemistry calculation of a molecular structure, C27H40AsN3NiOSSi in a non-equilibrium geometry, from the OMol25 dataset.

Calculated values
HOMO level (alpha / beta)	1.622 / 1.630	eV
Kohn-Sham gap (alpha / beta)	3.08 / 3.07	eV
energy above the lowest of the compared OMol25 structures with the same formula, charge and spin	105.4	kJ/mol
charge	-2
total energy	-155759.82417	eV

Last column: Mulliken charge in e.
CARTESIAN COORDINATES (ANGSTROEM)
1 Ni 0.030 -0.379 0.483  -0.73
2 S 0.015 -2.110 2.191  -0.47
3 C -0.161 -2.979 0.736  0.28
4 C -0.112 -4.389 0.594  -1.12
5 C -0.229 -4.973 -0.647  -0.22
6 C -0.402 -4.160 -1.773  -1.05
7 C -0.441 -2.789 -1.575  0.10
8 N -0.338 -2.190 -0.378  0.62
9 H 0.028 -4.979 1.491  0.36
10 H -0.192 -6.055 -0.750  0.29
11 H -0.487 -4.568 -2.773  0.36
12 H -0.554 -2.118 -2.422  0.21
13 C 3.501 -0.779 2.543  -1.20
14 Si 3.075 0.153 0.969  0.00
15 C 3.179 -1.139 -0.419  -0.84
16 C 4.595 1.285 0.703  -1.52
17 N 1.549 0.882 1.041  0.67
18 C 1.230 1.970 1.755  0.09
19 C 2.124 2.785 2.512  -0.31
20 C 1.736 3.939 3.183  -0.95
21 C 0.416 4.365 3.161  -0.80
22 C -0.516 3.581 2.465  -0.52
23 C -0.126 2.431 1.815  0.61
24 O -1.019 1.600 1.145  0.37
25 C -2.322 1.952 1.149  -0.70
26 C -3.137 1.562 2.203  0.41
27 C -4.469 1.923 2.200  -0.64
28 C -5.001 2.660 1.143  -0.46
29 C -4.177 3.015 0.078  -0.65
30 C -2.838 2.663 0.077  0.18
31 H 4.398 -1.398 2.417  0.33
32 H 2.659 -1.428 2.800  0.20
33 H 3.676 -0.087 3.375  0.28
34 H 4.241 -1.301 -0.654  0.57
35 H 1.439 -0.861 -1.412  -0.36
36 H 2.843 -2.078 0.037  0.26
37 H 5.460 0.641 0.499  0.37
38 H 4.840 1.891 1.579  0.52
39 H 4.482 1.969 -0.142  0.40
40 H 3.160 2.481 2.563  0.09
41 H 2.482 4.507 3.731  0.34
42 H 0.097 5.265 3.674  0.34
43 H -1.557 3.884 2.454  0.33
44 H -2.701 0.970 2.996  0.43
45 H -5.110 1.613 3.018  0.35
46 H -6.049 2.931 1.138  0.33
47 H -4.584 3.568 -0.762  0.31
48 H -2.176 2.921 -0.737  0.42
49 C 2.392 1.445 -2.177  -1.21
50 C 2.807 0.036 -2.626  2.54
51 C 4.309 -0.002 -2.897  -2.05
52 C 2.063 -0.289 -3.924  -1.94
53 N 2.427 -1.014 -1.681  -0.07
54 H 2.552 2.168 -2.991  0.56
55 H 2.950 1.782 -1.304  -0.08
56 H 1.336 1.447 -1.890  0.08
57 H 4.551 0.654 -3.741  0.51
58 H 4.625 -1.021 -3.144  0.36
59 H 4.882 0.337 -2.033  0.22
60 H 2.332 0.417 -4.719  0.44
61 H 0.983 -0.222 -3.759  0.29
62 H 2.296 -1.307 -4.243  0.42
63 C -5.340 -0.978 0.055  -1.41
64 As -3.381 -1.344 0.049  0.67
65 C -3.619 -3.297 -0.016  -1.14
66 C -3.176 -1.003 -1.879  -1.03
67 H -5.861 -1.598 -0.685  0.42
68 H -5.504 0.076 -0.178  0.32
69 H -5.754 -1.176 1.047  0.37
70 H -4.096 -3.601 -0.953  0.31
71 H -4.258 -3.580 0.824  0.45
72 H -2.658 -3.799 0.087  0.19
73 H -3.330 -1.914 -2.462  0.42
74 H -2.175 -0.613 -2.056  -0.04
75 H -3.911 -0.250 -2.176  0.48


(3)
The following is a quantum chemistry calculation of a molecular structure, C27H40Cl4GeNO5PdSSi3 in a non-equilibrium geometry, from the OMol25 dataset.

Calculated values
HOMO level (alpha / beta)	-6.606 / -7.139	eV
expectation value of S²	0.81
Kohn-Sham gap (alpha / beta)	6.18 / 6.02	eV
energy above the lowest of the compared OMol25 structures with the same formula, charge and spin	146.8	kJ/mol
spin multiplicity	2
charge	0
total energy	-184932.23047	eV

Last column: Mulliken charge in e.
CARTESIAN COORDINATES (ANGSTROEM)
1 Pd 0.567 -1.129 0.639  0.12
2 C -2.476 4.760 -0.117  -1.65
3 C -3.169 3.684 0.656  1.31
4 C -3.638 3.913 1.937  -0.83
5 C -4.280 2.903 2.633  0.21
6 Cl -4.826 3.206 4.246  -0.24
7 C -4.456 1.655 2.069  -1.05
8 C -3.974 1.409 0.797  -0.24
9 C -3.340 2.415 0.080  0.42
10 O -2.904 2.296 -1.208  -0.44
11 C -2.644 1.017 -1.730  -1.49
12 C -1.346 0.462 -1.103  1.02
13 O -1.458 -0.378 -0.210  0.15
14 O -0.274 0.951 -1.548  -0.82
15 H -2.138 5.551 0.547  0.43
16 H -3.154 5.190 -0.856  0.34
17 H -1.623 4.339 -0.647  0.25
18 H -3.505 4.884 2.389  0.41
19 H -4.964 0.882 2.619  0.74
20 H -4.092 0.417 0.391  0.15
21 H -2.497 1.155 -2.802  0.32
22 H -3.459 0.313 -1.554  0.42
23 Cl -1.662 -4.788 -1.785  -0.13
24 C -1.264 -3.303 -2.620  0.87
25 Cl -2.698 -2.178 -2.526  -0.16
26 Cl -0.971 -3.597 -4.344  -0.13
27 C -0.078 -2.644 -1.999  -0.70
28 O 0.352 -1.596 -2.631  -0.44
29 O 0.390 -3.053 -0.926  -0.44
30 C 2.786 -2.932 0.970  -0.65
31 Si 3.093 -2.704 -0.909  0.97
32 C 4.859 -1.975 -1.160  -1.32
33 C 2.916 -4.275 -1.989  -1.32
34 Ge 1.437 -0.426 -1.545  0.77
35 Si 2.239 0.685 -3.615  0.79
36 C 1.070 2.126 -4.102  -0.99
37 C 2.464 -0.516 -5.094  -1.22
38 C 3.976 1.375 -3.179  -1.21
39 Si 1.573 0.714 1.747  1.26
40 C 2.077 0.328 3.587  -1.50
41 C 0.495 2.325 1.659  -1.22
42 C 3.257 1.173 0.880  -1.21
43 H 2.814 -3.980 1.257  0.43
44 H 1.772 -2.550 1.238  -0.03
45 H 3.515 -2.392 1.572  0.38
46 H 5.586 -2.608 -0.664  0.47
47 H 4.966 -0.974 -0.756  0.32
48 H 5.118 -1.940 -2.212  0.33
49 H 3.777 -4.926 -1.872  0.43
50 H 2.837 -4.011 -3.040  0.33
51 H 2.025 -4.832 -1.718  0.28
52 H 0.242 2.198 -3.403  0.03
53 H 0.657 1.986 -5.098  0.37
54 H 1.606 3.072 -4.086  0.37
55 H 1.587 -1.139 -5.238  0.30
56 H 3.319 -1.166 -4.940  0.30
57 H 2.635 0.040 -6.011  0.41
58 H 3.943 2.022 -2.309  0.36
59 H 4.374 1.953 -4.006  0.44
60 H 4.673 0.570 -2.971  0.25
61 H 1.687 -0.622 3.942  0.37
62 H 1.701 1.099 4.249  0.44
63 H 3.157 0.303 3.684  0.40
64 H -0.541 2.104 1.406  -0.04
65 H 0.883 2.989 0.890  0.39
66 H 0.497 2.862 2.605  0.57
67 H 3.921 0.318 0.789  0.15
68 H 3.774 1.934 1.455  0.52
69 H 3.077 1.560 -0.121  0.10
70 S -2.988 -3.508 2.111  -0.27
71 C -1.341 -3.107 1.718  -0.24
72 N -0.877 -2.016 2.241  -0.11
73 C -1.821 -1.387 3.010  -0.27
74 C -1.665 -0.188 3.703  -0.07
75 C -2.700 0.266 4.491  -0.61
76 C -3.898 -0.439 4.586  -0.75
77 C -4.091 -1.609 3.878  -0.49
78 C -3.048 -2.077 3.097  0.74
79 H -0.775 -3.789 1.104  0.47
80 H -0.744 0.362 3.605  0.10
81 H -2.602 1.192 5.038  0.52
82 H -4.689 -0.048 5.208  0.38
83 H -5.023 -2.153 3.916  0.42